An isolated molecule of C4H9NO2. Source: the Open Molecules 2025 dataset; level of theory: wB97M-V/def2-TZVPD.

Structure (ORCA input):
```
! RIJCOSX wB97M-V def2-TZVPD def2/J DEFGRID3
* xyz 0 1
C 1.88 0.75 0.76
C 0.85 0.34 -0.30
O 1.00 -1.04 -0.55
C -0.59 0.67 0.14
N -1.60 -0.02 -0.66
C -1.90 -1.32 -0.45
O -1.39 -2.02 0.41
H 1.45 1.20 1.66
H 2.66 1.42 0.39
H 2.32 -0.22 1.01
H 1.06 0.84 -1.25
H 0.48 -1.54 0.11
H -0.74 0.36 1.18
H -0.78 1.75 0.08
H -2.03 0.46 -1.44
H -2.68 -1.70 -1.13
*
```

- LUMO energy: 0.8 eV
- E: -363.04989 Ha
- F_max: 0.62 eV Å⁻¹
- Frontier orbital gap: 10.61 eV
- SMILES: C[C@@H](O)CNC=O
- Energy relative to the best compared isomer or geometry (same formula, charge and spin): 93.6 kJ/mol
- HOMO energy: -9.83 eV